Formula: C3H6LaO4
Source: the Open Molecules 2025 dataset
Level of theory: ωB97M-V/def2-TZVPD

Computed properties:
* electronic energy: -449.992680 hartree
* multiplicity: 1
* HOMO level (alpha / beta): -10.89 / -10.90 eV
* strongest force on any atom: 4.46 eV/Å
* gap between HOMO and LUMO (alpha / beta): 5.044 / 5.037 eV
* net charge: +1

CARTESIAN COORDINATES (ANGSTROEM)
1 O -0.8204 1.7787 0.1006
2 C 0.4157 1.2475 -0.3934
3 C 0.8813 0.1200 0.5151
4 O 1.2187 -1.0181 -0.2523
5 C 0.4936 -2.1779 -0.2148
6 O 1.1491 -3.2052 -0.3454
7 O -0.7563 -2.1418 0.0444
8 H -0.8633 2.7349 -0.0156
9 H 1.1636 2.0491 -0.4197
10 H 0.2598 0.9117 -1.4270
11 H 0.1602 -0.1250 1.3082
12 H 1.7855 0.4337 1.0524
13 La -3.1774 0.8171 0.4478
14 H -1.9100 -1.4245 -0.4003

Force components x, y, z for each atom (eV/Å):
-2.0094 0.4292 0.5066
0.9539 -0.1436 -0.6201
0.2612 -0.5740 0.0135
0.2146 0.9418 0.0677
2.7547 -2.2307 -0.3255
-1.3843 1.5841 -0.0449
-4.2476 1.3607 -0.0023
0.3003 0.1420 -0.0438
-0.3176 -0.0498 0.0758
0.0888 -0.1636 0.3704
-0.2101 0.0771 -0.3240
-0.0823 -0.1606 -0.2279
1.1943 -0.7177 -0.3672
2.4835 -0.4948 0.9217



Formula: C3H6LiNdO5
Source: the Open Molecules 2025 dataset
Level of theory: ωB97M-V/def2-TZVPD

Computed properties:
* electronic energy: -1062.963985 hartree
* multiplicity: 4
* HOMO level (alpha / beta): -7.39 / -7.24 eV
* strongest force on any atom: 3.95 eV/Å
* gap between HOMO and LUMO (alpha / beta): 5.766 / 5.788 eV
* net charge: 0

CARTESIAN COORDINATES (ANGSTROEM)
1 H 2.1314 -2.2680 -0.7994
2 C 2.0556 -1.5813 0.0706
3 C 0.6634 -0.9587 0.0649
4 O -0.3212 -1.8219 0.5862
5 Nd 3.1465 1.7544 -0.1111
6 O 3.0360 -0.6033 0.0410
7 H 2.1346 -2.2223 0.9744
8 H 0.4129 -0.6674 -0.9749
9 H 0.7041 -0.0336 0.6719
10 C -2.4676 1.5395 0.0570
11 O -1.7627 2.4295 -0.4940
12 O -3.3161 0.8488 -0.7573
13 H -2.7926 0.3537 -1.3980
14 Li -0.1570 3.2350 -0.2810
15 O -2.5203 1.2523 1.2610
16 H -0.9470 -1.2568 1.0887

Force components x, y, z for each atom (eV/Å):
0.1654 0.3117 0.3174
-0.5774 -1.0011 0.2169
-0.1103 0.4725 -0.1658
-0.4727 0.5373 0.4591
-0.0858 -3.6782 0.2656
0.4762 3.8994 -0.4573
0.0864 0.3793 -0.2854
0.0105 0.0584 0.2552
0.0366 -0.1579 -0.1064
-0.2805 -0.4220 2.2965
1.3581 0.7165 -0.5214
-0.3745 -0.7501 -0.6735
-0.1231 0.3152 -0.2319
-0.8578 -0.4669 -0.0030
0.4321 0.4151 -0.8918
0.3168 -0.6291 -0.4742



Formula: C3H6LiO5Sc
Source: the Open Molecules 2025 dataset
Level of theory: ωB97M-V/def2-TZVPD

Computed properties:
* electronic energy: -1262.151612 hartree
* multiplicity: 2
* HOMO level (alpha / beta): -12.09 / -12.90 eV
* strongest force on any atom: 4.72 eV/Å
* gap between HOMO and LUMO (alpha / beta): 6.461 / 7.012 eV
* net charge: +1

CARTESIAN COORDINATES (ANGSTROEM)
1 H -2.8493 -0.2601 0.5874
2 C -2.0069 -0.0978 -0.1114
3 C -0.8066 -0.8270 0.4626
4 O 0.0262 -1.3221 -0.5614
5 Li -2.8720 2.5643 -0.5648
6 O -1.6926 1.2497 -0.3148
7 H -2.3095 -0.5730 -1.0634
8 H -1.1048 -1.6265 1.1608
9 H -0.3017 -0.1316 1.1547
10 C 2.5121 0.2244 0.2461
11 O 3.0486 0.5636 1.3000
12 O 3.0118 -0.8343 -0.4468
13 H 2.7691 -1.6350 0.0329
14 Sc 0.2378 2.2916 -0.3080
15 O 1.7994 0.9973 -0.5107
16 H 0.5384 -0.5834 -1.0633

Force components x, y, z for each atom (eV/Å):
0.1374 0.5961 -0.1497
-0.4807 -1.5740 0.4274
-0.0161 0.0695 0.0586
1.2890 1.2269 -0.8674
-0.5142 -0.4705 -0.1152
1.2610 2.9769 -0.3101
0.2665 0.1829 0.3260
0.0879 -0.1896 -0.8011
0.2502 0.1710 -0.1743
4.4565 0.7745 1.3421
-2.1858 -0.5066 -0.9036
-1.2959 -0.4559 -0.0969
0.4076 -0.2590 0.0515
0.5493 -2.5884 0.2273
-2.9181 1.8496 -0.5105
-1.2945 -1.8030 1.4960



Formula: C3H6LuO3
Source: the Open Molecules 2025 dataset
Level of theory: ωB97M-V/def2-TZVPD

Computed properties:
* energy above the lowest of the compared OMol25 structures with the same formula, charge and spin: 0.0 kcal per mole
* electronic energy: -1578.842001 hartree
* multiplicity: 1
* HOMO level: -12.40 eV
* strongest force on any atom: 5.61 eV/Å
* gap between HOMO and LUMO: 6.462 eV
* net charge: +1

CARTESIAN COORDINATES (ANGSTROEM)
1 C 1.2599 0.6837 -1.1817
2 O 0.3091 -0.0237 -0.4079
3 C -0.1520 0.4693 0.8319
4 C -0.2354 -0.6414 1.6854
5 O -0.4182 -1.8241 1.1887
6 H 1.5208 -0.0133 -1.9858
7 H 0.8193 1.5925 -1.6122
8 H 2.0847 0.9403 -0.5028
9 H -2.1692 0.4676 -0.2009
10 H -0.0729 -0.5017 2.7624
11 Lu -0.8852 -1.9493 -0.8567
12 O -2.4368 -0.5622 -0.8962
13 H 0.3759 1.3624 1.1758

Force components x, y, z for each atom (eV/Å):
0.0313 0.6047 0.1319
-1.2468 -1.3820 -1.5735
1.7677 -1.6372 1.9667
-0.0868 2.4519 -0.2987
-0.2208 -0.9304 -1.0441
0.4358 0.3988 0.1513
0.1190 -0.1968 0.1082
0.1074 -0.1044 -0.6029
-1.0614 -4.7074 -2.8589
-0.6567 -0.2671 -0.2668
-1.7307 3.6405 1.8043
3.0706 2.1506 2.6927
-0.5285 -0.0212 -0.2101



Formula: C3H6N
Source: the Open Molecules 2025 dataset
Level of theory: ωB97M-V/def2-TZVPD

Computed properties:
* energy above the lowest of the compared OMol25 structures with the same formula, charge and spin: 7.6 kcal per mole
* electronic energy: -172.346449 hartree
* SMILES string: C=C[NH+]=C
* multiplicity: 1
* HOMO level: -15.81 eV
* strongest force on any atom: 1.48 eV/Å
* gap between HOMO and LUMO: 10.177 eV
* net charge: +1

CARTESIAN COORDINATES (ANGSTROEM)
1 C -1.1237 -0.6307 -1.1387
2 C -0.6741 -0.4572 0.0760
3 N 0.7024 -0.0570 0.2546
4 C 1.1057 0.9581 0.8942
5 H -0.5850 -0.3970 -2.0465
6 H -2.1646 -0.8389 -1.3351
7 H -1.2723 -0.7075 0.9408
8 H 1.4264 -0.6287 -0.1799
9 H 2.1546 1.1421 1.1060
10 H 0.4305 1.6167 1.4285

Force components x, y, z for each atom (eV/Å):
-0.6764 0.6192 -1.1472
-0.0770 -0.4320 -0.0529
0.3348 0.0140 0.0161
0.1873 0.3542 1.4297
0.4451 -0.1025 0.0908
-0.0812 -0.3877 0.3363
0.3600 0.3565 0.3423
-0.1803 -0.1538 -0.0561
0.1109 -0.1703 -0.6401
-0.4232 -0.0976 -0.3188



Formula: C3H6N
Source: the Open Molecules 2025 dataset
Level of theory: ωB97M-V/def2-TZVPD

Computed properties:
* energy above the lowest of the compared OMol25 structures with the same formula, charge and spin: 29.1 kcal per mole
* electronic energy: -172.312188 hartree
* SMILES string: C#CC[NH3+]
* multiplicity: 1
* HOMO level: -14.92 eV
* strongest force on any atom: 4.70 eV/Å
* gap between HOMO and LUMO: 10.771 eV
* net charge: +1

CARTESIAN COORDINATES (ANGSTROEM)
1 C 2.3038 0.3287 -0.0438
2 C 1.1767 -0.1746 -0.0618
3 C -0.3565 -0.7666 -0.0289
4 N -1.2203 0.4436 0.0606
5 H 3.3032 0.6445 -0.1233
6 H -0.4349 -1.3736 0.8686
7 H -0.5338 -1.3466 -0.9249
8 H -0.8276 1.0749 0.7740
9 H -2.1927 0.2199 0.3159
10 H -1.2179 0.9497 -0.8362

Force components x, y, z for each atom (eV/Å):
-4.0866 -2.0219 -0.2283
-0.1912 0.1176 0.0676
4.5222 1.2688 0.2299
-0.3812 0.2047 0.0152
0.6153 0.3711 0.0854
-0.2625 0.0873 -0.0241
-0.2374 0.1046 -0.0983
-0.1820 -0.1167 -0.1945
0.2292 0.0659 -0.1289
-0.0258 -0.0813 0.2760



Formula: C3H6N
Source: the Open Molecules 2025 dataset
Level of theory: ωB97M-V/def2-TZVPD

Computed properties:
* energy above the lowest of the compared OMol25 structures with the same formula, charge and spin: 91.1 kcal per mole
* electronic energy: -172.213370 hartree
* multiplicity: 1
* HOMO level: -16.17 eV
* strongest force on any atom: 5.17 eV/Å
* gap between HOMO and LUMO: 8.396 eV
* net charge: +1

CARTESIAN COORDINATES (ANGSTROEM)
1 C 0.0902 -0.1975 0.1290
2 C 2.7927 -0.1149 -0.0128
3 C -2.4431 -0.0018 0.0051
4 N -1.0552 -0.0163 -0.1075
5 H 2.8010 0.6418 -0.8960
6 H 2.7563 0.4154 0.9949
7 H 2.7180 -1.2037 -0.2842
8 H -2.7923 -0.6063 0.9234
9 H -2.9421 0.9163 0.1479
10 H -3.1016 -0.4693 -0.8791

Force components x, y, z for each atom (eV/Å):
-1.7959 0.9058 -1.3090
-2.6161 1.6854 -0.9955
-4.0697 -3.1825 -0.1607
3.7348 -0.6888 1.0493
0.1736 -1.5234 1.4731
0.4227 -1.4191 -1.1309
0.4968 1.1213 0.8275
0.9765 0.6879 -1.3400
0.4156 1.6598 0.0737
2.2618 0.7536 1.5126



Formula: C3H6N
Source: the Open Molecules 2025 dataset
Level of theory: ωB97M-V/def2-TZVPD

Computed properties:
* energy above the lowest of the compared OMol25 structures with the same formula, charge and spin: 66.5 kcal per mole
* electronic energy: -172.252560 hartree
* multiplicity: 1
* HOMO level: -15.36 eV
* strongest force on any atom: 8.23 eV/Å
* gap between HOMO and LUMO: 9.926 eV
* net charge: +1

CARTESIAN COORDINATES (ANGSTROEM)
1 C 1.9671 -0.0484 0.8103
2 C -1.4346 -0.3464 0.2340
3 C 0.1836 0.4866 -0.8698
4 N 1.1869 0.1223 -0.0745
5 H 2.7539 -0.4359 1.3383
6 H -2.2559 0.3330 -0.0567
7 H -1.3616 -1.3749 0.0291
8 H -1.2158 -0.2018 1.2670
9 H 0.1988 -0.0387 -1.7448
10 H -0.0225 1.5042 -0.9328

Force components x, y, z for each atom (eV/Å):
-5.1249 0.8102 -6.1056
1.6218 2.8935 -1.3748
-4.1087 -1.6802 2.7426
5.4112 -0.4327 6.1857
1.7341 -0.4979 1.5285
0.3870 -1.0067 -0.3137
-0.3738 -1.0296 -0.9937
0.6556 0.5109 0.6524
-0.1351 -1.2816 -2.3574
-0.0671 1.7143 0.0361



The lowest electronic energy belongs to which entry? C3H6LuO3